(w)
12
Properties=species:S:1:pos:R:3:nbo_charge:R:1 method="wB97M-V/def2-TZVPD" gap_ev=9.379 homo_ev=-9.0 e_lumo_ev=0.4 smiles=C#CCCPI
C 2.7527 -0.7996 0.1631 -0.222
C 1.7805 -0.1951 -0.2085 0.001
C 0.6364 0.5967 -0.3455 -0.497
C -0.6715 -0.3133 -0.3228 -0.693
P -1.9157 0.9856 0.0450 0.419
I -4.0340 -0.0287 -0.0950 -0.121
H 3.3434 -1.4927 0.5680 0.216
H 0.5424 1.2157 0.6041 0.233
H 0.7144 1.2156 -1.2329 0.245
H -0.6475 -1.0037 -1.0919 0.243
H -0.5853 -0.9692 0.5711 0.228
H -1.9159 0.7886 1.3454 -0.051

=====

(x)
12
Properties=species:S:1:pos:R:3:nbo_charge:R:1 method="wB97M-V/def2-TZVPD" gap_ev="7.278 / 8.104" homo_ev="-8.2 / -8.0" e_lumo_ev="-1.0 / 0.1"
C 0.0769 0.7873 0.9070 -0.313
C -0.7011 1.8303 0.7721 -0.119
C 0.1036 -0.4166 0.1024 -0.434
C -0.5329 -0.7989 -1.3421 -0.826
P -2.0823 -0.0468 -1.7612 0.479
I -3.5436 -1.3204 -0.2068 -0.179
H 0.7618 0.8906 1.7643 0.232
H -1.1200 2.8165 0.9344 0.217
H 1.0905 -0.7208 -0.0944 0.220
H -0.2551 -1.2026 0.8519 0.229
H 0.2053 -0.5303 -2.0951 0.240
H -0.6610 -1.8775 -1.5398 0.255

=====

Relative energy of each structure, in eV: (w) 0.000; (x) 1.568.

=====

(w)
87
Properties=species:S:1:pos:R:3:mulliken_charge:R:1 method="wB97M-V/def2-TZVPD" gap_ev=7.716 homo_ev=-10.3 e_lumo_ev=-2.5 total_charge=+1
Os 1.8019 0.0829 1.4552 1.221
N 3.9757 0.1260 1.5691 -0.784
C 4.8041 1.3664 1.5624 -0.698
C 4.3349 2.2949 0.4422 -0.645
C 2.8846 2.6239 0.7542 0.149
O 2.5926 3.5775 1.4400 -0.600
O 2.0155 1.7472 0.2784 -0.599
H 4.2718 -0.4850 2.3240 0.272
H 4.2085 -0.3772 0.7132 0.350
H 5.8504 1.0902 1.4200 0.456
H 4.7057 1.8631 2.5243 0.240
H 4.4317 1.7843 -0.5173 0.246
H 4.9277 3.2066 0.4370 0.421
O -0.2224 -0.0075 0.9161 -0.208
P -1.2419 0.4314 -0.1272 -0.013
C -2.2208 1.8166 0.5637 0.238
C -1.3849 2.7381 1.4739 -0.853
C -0.6544 3.8419 0.7154 0.349
C -1.6278 4.6618 -0.1225 -1.416
C -2.3593 3.7688 -1.1185 0.102
C -3.0958 2.6317 -0.4103 -1.547
C -0.4189 0.8620 -1.6928 1.346
C 0.7426 -0.1131 -1.9936 0.171
C 1.2138 0.0063 -3.4528 -1.070
C 1.0012 1.4228 -3.9740 -0.644
C -0.5004 1.7354 -4.0438 -1.085
C -1.2935 1.0029 -2.9474 -1.112
C -2.4092 -0.9678 -0.2250 0.089
C -1.6935 -2.3156 -0.4809 -0.034
C -1.8920 -2.7825 -1.9184 -0.398
C -3.3770 -3.0646 -2.1973 -0.838
C -4.2977 -2.1455 -1.3784 -1.133
C -3.6422 -0.7884 -1.1328 -0.688
H -2.9021 1.2537 1.2146 0.776
H -0.6806 2.1459 2.0597 -0.186
H -2.0799 3.2011 2.1818 0.586
H 0.1178 3.4041 0.0779 -0.462
H -0.1279 4.4758 1.4297 0.586
H -1.1037 5.4621 -0.6476 0.475
H -2.3601 5.1409 0.5368 0.386
H -1.6382 3.3736 -1.8389 -0.307
H -3.0835 4.3505 -1.6928 0.489
H -3.5832 1.9782 -1.1364 0.171
H -3.9011 3.0728 0.1849 0.564
H 0.0099 1.8450 -1.4675 0.094
H 0.4415 -1.1426 -1.7886 -0.328
H 1.5725 0.1140 -1.3236 -0.056
H 0.6604 -0.6943 -4.0854 0.346
H 2.2640 -0.2819 -3.5203 0.541
H 1.4540 1.5457 -4.9580 0.557
H 1.5071 2.1291 -3.3089 0.195
H -0.8941 1.4406 -5.0184 0.464
H -0.6614 2.8119 -3.9550 0.288
H -1.5754 0.0071 -3.2951 0.610
H -2.2185 1.5422 -2.7497 0.176
H -2.7632 -0.9758 0.8133 0.628
H -2.1163 -3.0656 0.1930 0.660
H -0.6364 -2.2374 -0.2206 -0.513
H -1.2956 -3.6765 -2.1128 0.597
H -1.5200 -2.0152 -2.6029 -0.232
H -3.6044 -4.1057 -1.9597 0.299
H -3.5790 -2.9386 -3.2627 0.406
H -4.5299 -2.6044 -0.4132 0.368
H -5.2491 -2.0122 -1.8939 0.469
H -4.3509 -0.1049 -0.6628 0.488
H -3.3710 -0.3503 -2.0936 0.135
S 2.2206 -2.2412 0.9642 -0.510
C 1.7001 -3.7736 1.4222 0.503
N 2.3377 -4.8579 0.9870 -0.231
C 1.6905 -6.1516 1.1710 -0.622
C 0.7350 -5.9669 2.3453 -0.563
S 0.2944 -4.1995 2.3442 -0.046
H 3.1248 -4.7437 0.3656 0.253
H 2.4407 -6.9098 1.3868 0.339
H 1.1550 -6.4356 0.2622 0.284
H 1.2003 -6.2110 3.2976 0.324
H -0.1725 -6.5521 2.2259 0.406
C 2.5227 1.7256 4.2295 -0.405
O 1.5882 0.6430 4.3197 -0.409
C 1.2567 -0.0797 3.2628 0.801
C 0.1968 -1.0486 3.7165 -0.985
H 3.5346 1.3289 4.3177 0.249
H 2.3125 2.3642 5.0822 0.388
H 2.3913 2.2849 3.3089 -0.040
H -0.1791 -0.7912 4.7058 0.424
H 0.6297 -2.0444 3.7595 0.146
H -0.6123 -1.0644 2.9862 0.143

=====

(x)
87
Properties=species:S:1:pos:R:3:mulliken_charge:R:1 method="wB97M-V/def2-TZVPD" gap_ev=7.577 homo_ev=-10.2 e_lumo_ev=-2.7 total_charge=+1
Os -0.6238 -0.2943 -1.7787 1.491
N -2.4547 -0.5046 -0.5379 -0.644
C -2.9572 0.7965 -0.0476 -0.012
C -3.3336 1.6851 -1.2176 -0.847
C -2.1702 2.3149 -1.9666 0.580
O -2.2370 3.4638 -2.3370 -0.675
O -1.0940 1.5938 -2.2384 -0.926
H -3.2052 -0.9720 -1.0396 0.402
H -2.2031 -1.0806 0.2605 -0.020
H -2.1630 1.2446 0.5493 -0.143
H -3.8222 0.6515 0.6060 0.469
H -3.9484 2.5138 -0.8724 0.409
H -3.9401 1.1229 -1.9372 0.293
O -0.2188 -0.0397 1.1579 0.591
P 0.6075 -0.2836 2.4030 -0.854
C 1.6478 -1.8166 2.3429 0.265
C 2.5258 -1.9421 1.0825 -1.921
C 1.6669 -2.1044 -0.1678 1.605
C 0.7309 -3.3106 -0.0762 -1.486
C -0.0598 -3.3363 1.2357 0.903
C 0.8669 -3.1409 2.4343 -2.093
C 1.7385 1.1110 2.8051 0.186
C 3.1861 1.0604 2.2925 -2.091
C 3.3353 1.4470 0.8231 0.865
C 2.7474 2.8285 0.5616 -1.496
C 1.2793 2.8523 0.9661 0.496
C 1.0992 2.4680 2.4320 -1.238
C -0.3847 -0.4802 3.9412 0.036
C -0.9041 0.8299 4.5706 -1.503
C -2.1134 1.4231 3.8447 0.252
C -3.2646 0.4257 3.7772 -1.426
C -2.7881 -0.8670 3.1297 -0.080
C -1.5857 -1.4471 3.8662 -1.585
H 2.2940 -1.7357 3.2250 1.039
H 3.1591 -2.8264 1.2127 0.560
H 3.1996 -1.1009 0.9579 0.328
H 2.3042 -2.1811 -1.0512 0.612
H 1.0842 -1.1758 -0.2302 -1.615
H 1.3345 -4.2219 -0.1429 0.423
H 0.0471 -3.3417 -0.9336 0.372
H -0.6010 -4.2800 1.3256 0.521
H -0.8095 -2.5385 1.2299 -0.520
H 1.6127 -3.9426 2.4365 0.610
H 0.3356 -3.2331 3.3798 0.479
H 1.8003 1.0641 3.8987 0.878
H 3.6363 0.0891 2.4976 0.531
H 3.7578 1.7783 2.8898 0.573
H 2.8169 0.7227 0.1838 -0.736
H 4.3923 1.4161 0.5480 0.393
H 2.8611 3.1029 -0.4894 0.501
H 3.3016 3.5757 1.1396 0.510
H 0.7155 2.1518 0.3428 -0.642
H 0.8493 3.8418 0.8005 0.557
H 0.0401 2.4818 2.6763 0.107
H 1.5690 3.2329 3.0597 0.505
H 0.3643 -0.9044 4.6241 0.885
H -0.1124 1.5709 4.6776 0.448
H -1.2187 0.5814 5.5898 0.580
H -1.8482 1.7108 2.8226 -0.148
H -2.4261 2.3324 4.3615 0.353
H -4.1026 0.8503 3.2200 0.520
H -3.6333 0.2173 4.7870 0.400
H -2.4982 -0.6508 2.1020 -0.362
H -3.5878 -1.6103 3.1007 0.560
H -1.3292 -2.4158 3.4471 0.280
H -1.8881 -1.6314 4.9032 0.685
S -1.5441 -1.5026 -3.4522 -0.508
C -1.4015 -0.7217 -4.9384 0.478
N -1.7510 -1.3203 -6.0732 -0.213
C -1.4346 -0.6217 -7.3156 -0.557
C -1.3538 0.8512 -6.9351 -0.582
S -0.8565 0.8985 -5.1821 0.048
H -2.0093 -2.2956 -6.0684 0.257
H -2.2130 -0.8024 -8.0541 0.335
H -0.4828 -0.9858 -7.7100 0.281
H -2.3193 1.3462 -7.0181 0.331
H -0.6243 1.3908 -7.5327 0.416
C 2.8172 -0.6303 -4.2081 -0.887
O 1.5654 -0.8932 -3.5512 -0.331
C 1.0390 -0.0294 -2.6973 1.691
C 1.8180 1.2288 -2.4345 -1.612
H 3.6334 -0.6020 -3.4881 0.310
H 2.7692 0.3079 -4.7588 0.349
H 2.9632 -1.4580 -4.8944 0.318
H 1.7483 1.8830 -3.3101 0.475
H 2.8735 1.0359 -2.2296 0.623
H 1.3830 1.7782 -1.6054 -0.209

=====

Relative energy of each structure, in eV: (w) 0.000; (x) 0.510.